[1]
The following is a DFT calculation (wB97M-V/def2-TZVPD) of a gas-phase ion, C4H12N2 (charge +1) at a distorted geometry.

```
! RIJCOSX wB97M-V def2-TZVPD def2/J DEFGRID3
* xyz 1 2
H 2.795 -1.113 -2.144
N 2.186 -0.458 -1.868
N -1.344 0.363 1.759
H -3.172 1.263 1.201
H 1.718 -0.119 -2.724
C 0.615 0.305 -0.001
H -2.831 1.277 3.109
H -0.647 0.019 2.504
H 0.991 0.234 1.139
H -1.075 -1.104 0.240
H 0.776 1.214 -0.483
H 2.839 0.399 -1.592
H 0.138 -0.939 -1.645
C -0.953 -0.019 0.300
C 1.028 -0.829 -0.910
H -1.698 0.331 -0.435
H 1.042 -1.802 -0.476
C -2.406 0.977 2.026
*
```

Expectation value of S² = 0.7533
E = -268.6990 hartree
Gap between HOMO and LUMO (alpha / beta) = 0.1420 / 0.3658 Ha
LUMO energy (alpha / beta) = -4.09 / -4.09 eV
HOMO energy (alpha / beta) = -7.96 / -14.05 eV
ΔE to the lowest compared entry with this formula, charge and spin = 63.9 kcal per mole

=====

[2]
The following is a DFT calculation (wB97M-V/def2-TZVPD) of 2 unconnected molecules or ions with the total composition C4H12N2 at a distorted geometry.

```
! RIJCOSX wB97M-V def2-TZVPD def2/J DEFGRID3
* xyz 2 1
C 0.049 0.176 0.742
N 2.530 -0.656 -1.572
H -2.967 2.220 2.895
H 1.324 0.911 -1.982
N -2.574 1.766 2.032
H -2.855 2.327 1.218
H -1.763 -0.509 0.044
H 2.271 -1.597 -1.864
C 1.069 -0.007 -1.456
H 3.008 -0.614 -0.640
C -0.668 -0.884 0.207
C 0.202 -0.973 -1.057
H -0.425 1.112 0.989
H -0.763 -1.832 0.811
H -3.179 0.961 1.916
H 3.228 -0.294 -2.235
H 0.470 -2.015 -1.248
H 1.045 -0.092 1.199
*
```

E = -268.2510 hartree
Gap between HOMO and LUMO = 0.2316 Ha
LUMO energy = -10.86 eV
HOMO energy = -17.17 eV
ΔE to the lowest compared entry with this formula, charge and spin = 144.2 kcal per mole

=====

[3]
The following is a DFT calculation (wB97M-V/def2-TZVPD) of 2 unconnected molecules or ions with the total composition C4H12N2O at a distorted geometry.

```
! RIJCOSX wB97M-V def2-TZVPD def2/J DEFGRID3
* xyz -1 2
C 0.405 -0.056 0.740
C 0.330 1.446 0.677
H -4.381 -3.277 -1.319
H 3.136 -0.117 -1.206
H 1.142 3.106 1.598
H -0.667 3.123 -0.253
H 2.190 1.090 -0.991
H 0.711 -0.787 -1.283
C 1.299 -0.634 -0.381
N 1.069 2.107 1.647
H 1.648 -1.621 -0.082
H -1.348 1.493 -0.605
C -0.623 2.059 -0.036
H -0.608 -0.456 0.747
N 2.461 0.222 -0.527
O -4.927 -4.066 -1.477
H 0.883 -0.412 1.659
H 1.733 1.598 2.200
H -4.453 -4.819 -1.108
*
```

Expectation value of S² = 0.7505
E = -344.2814 hartree
Gap between HOMO and LUMO (alpha / beta) = 0.0878 / 0.3141 Ha
LUMO energy (alpha / beta) = 3.58 / 3.49 eV
HOMO energy (alpha / beta) = 1.19 / -5.05 eV
ΔE to the lowest compared entry with this formula, charge and spin = 21.3 kcal per mole

=====

[4]
The following is a DFT calculation (wB97M-V/def2-TZVPD) of C4H12N2O in the gas phase at a distorted geometry.

```
! RIJCOSX wB97M-V def2-TZVPD def2/J DEFGRID3
* xyz 0 1
H 1.279 -1.623 -0.530
H 1.789 -1.105 1.092
C 1.226 -0.810 0.203
C -0.942 -0.066 -0.546
N 2.215 1.506 0.517
C 2.001 0.366 -0.397
H -0.811 0.995 -0.797
H -0.646 -0.566 -1.486
H 1.522 0.762 -1.291
O -2.822 -0.192 0.990
H -2.996 0.441 -0.966
C -2.450 -0.310 -0.397
H -2.730 -1.286 -0.802
H 1.508 1.474 1.250
H -3.466 0.507 1.051
N -0.112 -0.418 0.590
H 3.081 1.331 1.027
H 2.982 0.012 -0.711
H -0.628 -1.018 1.205
*
```

E = -344.3206 hartree
Gap between HOMO and LUMO = 0.3497 Ha
LUMO energy = 0.88 eV
HOMO energy = -8.64 eV
ΔE to the lowest compared entry with this formula, charge and spin = 40.4 kcal per mole

=====

[5]
The following is a DFT calculation (wB97M-V/def2-TZVPD) of 2 unconnected molecules or ions with the total composition C4H12N2O at a distorted geometry.

```
! RIJCOSX wB97M-V def2-TZVPD def2/J DEFGRID3
* xyz 0 1
O 1.377 0.325 0.616
H 0.791 -0.668 -2.082
C -0.364 0.987 2.211
H -1.568 -2.122 -1.129
H -0.328 -1.588 -0.204
C 0.030 -1.439 -2.208
C 0.295 0.977 0.876
H 0.546 2.051 -0.939
N -0.860 -1.403 -1.053
H -0.761 2.672 0.096
H 2.328 -1.137 1.417
H 0.303 0.554 2.954
H -0.636 2.008 2.485
H -0.542 -1.213 -3.109
H -0.959 1.140 -0.797
C -0.251 1.776 -0.249
H 0.542 -2.399 -2.360
H -1.280 0.392 2.189
N 1.336 -0.913 1.287
*
```

E = -344.2040 hartree
Gap between HOMO and LUMO (alpha / beta) = 0.2913 / 0.2922 Ha
LUMO energy (alpha / beta) = 0.42 / 0.42 eV
HOMO energy (alpha / beta) = -7.51 / -7.53 eV
ΔE to the lowest compared entry with this formula, charge and spin = 113.6 kcal per mole

=====

[6]
The following is a DFT calculation (wB97M-V/def2-TZVPD) of 2 unconnected molecules or ions with the total composition C4H12N2O at a distorted geometry.

```
! RIJCOSX wB97M-V def2-TZVPD def2/J DEFGRID3
* xyz 0 1
C -1.179 -0.329 -0.623
H 1.660 1.345 1.354
C 1.667 0.497 -1.288
H -2.289 0.961 0.691
H 2.549 0.867 -0.770
H -3.278 -0.229 -0.187
N 0.838 -0.135 0.116
H 0.671 -2.031 -0.255
O -0.901 0.493 -1.549
H 1.893 -0.356 -1.916
H 0.073 1.661 0.719
N 1.139 -1.466 0.455
H -2.306 -0.763 1.162
H 0.287 0.457 2.067
H 1.265 1.320 -1.874
H -1.228 -1.395 -0.944
H 0.768 -1.707 1.373
C 0.702 0.873 1.144
C -2.331 -0.063 0.323
*
```

E = -344.1999 hartree
Gap between HOMO and LUMO = 0.3110 Ha
LUMO energy = 0.90 eV
HOMO energy = -7.57 eV
ΔE to the lowest compared entry with this formula, charge and spin = 116.2 kcal per mole

=====

[7]
The following is a DFT calculation (wB97M-V/def2-TZVPD) of 3 unconnected molecules or ions with the total composition C4H12N2O at a distorted geometry.

```
! RIJCOSX wB97M-V def2-TZVPD def2/J DEFGRID3
* xyz 0 1
H -0.715 -1.423 0.036
O -0.295 1.085 1.180
H 0.094 0.274 1.622
H -0.737 1.565 -0.737
C -0.750 0.728 -0.041
H -3.063 0.863 0.826
H 1.831 -1.421 -0.940
C -2.766 0.267 -0.035
N 2.317 0.574 -0.631
H 2.337 0.759 -1.627
N 1.613 -0.820 1.086
H -0.762 -0.666 -1.646
H -3.148 0.663 -0.975
H 1.959 1.407 -0.171
C 1.514 -0.570 -0.333
H -3.081 -0.761 0.140
C -0.538 -0.557 -0.592
H 1.945 -1.768 1.243
H 2.244 -0.200 1.596
*
```

E = -344.2125 hartree
Gap between HOMO and LUMO = 0.2841 Ha
LUMO energy = 0.97 eV
HOMO energy = -6.76 eV
ΔE to the lowest compared entry with this formula, charge and spin = 108.3 kcal per mole

=====

[8]
The following is a DFT calculation (wB97M-V/def2-TZVPD) of 2 unconnected molecules or ions with the total composition C4H12N2O at a distorted geometry.

```
! RIJCOSX wB97M-V def2-TZVPD def2/J DEFGRID3
* xyz 0 1
H -1.258 -0.927 -2.352
H 0.319 -1.632 0.268
H 0.443 2.222 -1.016
H 1.754 -0.534 2.878
H 1.752 -0.936 -0.143
H 0.976 1.471 0.329
O 1.554 -0.508 1.920
H -1.753 1.243 -0.296
N -1.156 -0.045 -1.846
C 0.837 -1.141 -0.641
H -2.010 0.365 1.918
C -1.151 0.083 1.272
H -0.154 -0.070 1.623
N -1.036 1.406 0.428
H 0.918 -2.021 -1.248
H 0.944 0.365 -2.067
H -1.404 -0.755 0.656
C 0.208 1.318 -0.378
C 0.215 0.096 -1.308
*
```

E = -344.0196 hartree
Gap between HOMO and LUMO = 0.1327 Ha
LUMO energy = -4.49 eV
HOMO energy = -8.10 eV
ΔE to the lowest compared entry with this formula, charge and spin = 229.3 kcal per mole

=====

[9]
The following is a DFT calculation (wB97M-V/def2-TZVPD) of 2 unconnected molecules or ions with the total composition C4H12N2O at a distorted geometry.

```
! RIJCOSX wB97M-V def2-TZVPD def2/J DEFGRID3
* xyz 0 1
H -2.519 -1.090 0.179
H 4.142 -0.055 -0.681
H -0.634 1.935 0.656
C 3.110 -0.423 -0.811
H -1.889 0.829 1.413
N 2.169 -0.182 0.362
H 2.626 -0.593 -1.821
C -1.472 -1.272 0.465
C -0.927 0.976 1.085
O 2.653 0.312 1.397
H -1.261 -0.383 -2.014
H -0.544 1.388 -1.423
H -0.851 -2.083 0.049
H -2.267 0.836 -1.233
H -0.334 0.859 1.988
C -1.204 0.467 -1.316
H 1.172 -0.161 0.158
N -0.742 -0.056 0.034
H -1.229 -1.302 1.513
*
```

E = -344.1678 hartree
Gap between HOMO and LUMO (alpha / beta) = 0.3314 / 0.3283 Ha
LUMO energy (alpha / beta) = 0.78 / 0.66 eV
HOMO energy (alpha / beta) = -8.24 / -8.28 eV
ΔE to the lowest compared entry with this formula, charge and spin = 136.3 kcal per mole

=====

[10]
The following is a DFT calculation (wB97M-V/def2-TZVPD) of 2 unconnected molecules or ions with the total composition C4H12N2O at a distorted geometry.

```
! RIJCOSX wB97M-V def2-TZVPD def2/J DEFGRID3
* xyz 0 1
C -1.624 1.232 0.153
H 0.220 -1.046 2.287
H -2.604 1.337 -0.329
C 1.251 -0.769 2.080
C 2.015 -1.123 -0.067
H 0.255 0.771 -0.431
C -1.200 -0.113 -1.822
H -1.221 -0.924 -1.084
N -0.645 1.063 -0.998
O -0.588 2.187 -1.638
H -1.363 0.241 0.683
H 2.708 -1.927 0.173
H 2.071 -0.706 -1.040
N 1.321 -0.428 0.725
H -0.506 -0.467 -2.602
H 1.922 -1.566 2.432
H -2.164 0.113 -2.042
H -1.388 1.965 0.944
H 1.539 0.161 2.576
*
```

E = -344.1854 hartree
Gap between HOMO and LUMO = 0.3052 Ha
LUMO energy = 0.66 eV
HOMO energy = -7.64 eV
ΔE to the lowest compared entry with this formula, charge and spin = 125.2 kcal per mole

=====

[11]
The following is a DFT calculation (wB97M-V/def2-TZVPD) of C4H12N2O in the gas phase at a distorted geometry.

```
! RIJCOSX wB97M-V def2-TZVPD def2/J DEFGRID3
* xyz 0 1
C -0.109 0.383 -1.839
C 0.099 -1.487 2.281
H 1.352 -0.803 0.654
C 0.019 1.064 -0.445
H -0.582 1.963 -0.563
H 1.052 1.381 -0.297
H 0.428 0.311 2.869
H -0.895 -1.894 2.472
C 0.303 -0.902 0.924
H -0.778 -0.478 -1.743
H -1.433 0.053 0.588
N -0.476 1.333 -2.834
O 0.420 -0.548 3.318
H -0.426 1.024 -3.789
N -0.462 0.323 0.691
H 0.789 -2.323 2.386
H 0.873 -0.057 -2.077
H 0.091 -1.653 0.138
H -0.267 2.311 -2.733
*
```

E = -344.3162 hartree
Gap between HOMO and LUMO = 0.3648 Ha
LUMO energy = 1.00 eV
HOMO energy = -8.92 eV
ΔE to the lowest compared entry with this formula, charge and spin = 43.2 kcal per mole

=====

[12]
The following is a DFT calculation (wB97M-V/def2-TZVPD) of C4H12N2O in the gas phase at a distorted geometry.

```
! RIJCOSX wB97M-V def2-TZVPD def2/J DEFGRID3
* xyz 0 1
C -0.721 -0.487 0.375
H -0.752 2.068 1.616
H -0.607 -3.067 0.161
N -0.068 0.813 0.063
H 0.837 2.472 0.937
H -1.802 -0.471 0.197
O -0.864 -2.526 -0.605
C -0.623 1.527 -1.070
H 1.668 -2.208 -1.156
H 0.669 1.061 1.997
H 0.062 2.320 -1.370
H -1.599 1.968 -0.825
H 1.954 -0.578 -0.536
H 1.520 -1.913 0.592
H -0.456 -0.827 1.387
C 0.182 1.647 1.218
C 1.361 -1.481 -0.407
H -0.738 0.834 -1.899
N -0.023 -1.152 -0.675
*
```

E = -344.2369 hartree
Gap between HOMO and LUMO = 0.3471 Ha
LUMO energy = 0.91 eV
HOMO energy = -8.53 eV
ΔE to the lowest compared entry with this formula, charge and spin = 92.9 kcal per mole

=====

[13]
The following is a DFT calculation (wB97M-V/def2-TZVPD) of 2 unconnected molecules or ions with the total composition C4H12N2O at a distorted geometry.

```
! RIJCOSX wB97M-V def2-TZVPD def2/J DEFGRID3
* xyz 0 1
H 2.158 -0.654 0.723
C 1.400 -0.875 -0.058
H -2.015 -1.267 2.091
H -2.861 1.673 -0.797
O -2.341 1.238 -0.110
H 2.039 -1.430 -0.750
C 1.276 1.345 -1.362
N -1.156 -0.929 1.692
C 0.586 0.328 -0.461
H -0.756 -3.051 1.186
H -0.415 0.078 -0.811
N 0.616 -2.017 0.471
H 1.751 0.905 -2.249
H -1.219 0.006 1.337
C -0.497 -1.990 1.086
H -1.562 1.793 0.024
H 0.569 2.062 -1.783
H 0.449 0.912 0.478
H 1.977 1.871 -0.707
*
```

E = -344.3090 hartree
Gap between HOMO and LUMO = 0.3323 Ha
LUMO energy = 0.54 eV
HOMO energy = -8.50 eV
ΔE to the lowest compared entry with this formula, charge and spin = 47.7 kcal per mole

=====

[14]
The following is a DFT calculation (wB97M-V/def2-TZVPD) of C4H12N2O in the gas phase at a distorted geometry.

```
! RIJCOSX wB97M-V def2-TZVPD def2/J DEFGRID3
* xyz 0 1
C 0.214 0.423 0.789
H -2.874 0.065 -1.192
H 3.053 -0.562 -0.891
H -0.131 1.465 0.546
O 1.751 0.800 -1.878
H -0.123 0.274 1.845
C 1.677 0.288 0.740
H 2.576 1.395 -1.818
N -0.593 -0.618 0.088
H -2.178 0.555 0.898
N -2.831 -0.806 -0.572
H 2.201 -0.581 1.391
H 1.445 -0.927 -1.072
C 2.075 -0.118 -0.788
H -2.076 -1.168 1.451
H -0.656 -0.354 -0.886
H -3.752 -0.902 -0.159
C -1.951 -0.471 0.544
H 2.174 1.241 0.962
*
```

E = -344.2889 hartree
Gap between HOMO and LUMO = 0.3647 Ha
LUMO energy = 0.90 eV
HOMO energy = -9.03 eV
ΔE to the lowest compared entry with this formula, charge and spin = 60.3 kcal per mole